Entry 1:
Here is the molecule C8H9N in a non-equilibrium geometry from the Open Molecules 2025 dataset. Energies are from ωB97M-V/def2-TZVPD.

Computed properties:
* LUMO (spin up / spin down): -0.355 / -1.516 eV
* molar mass: 119.2 g mol⁻¹
* HOMO-LUMO gap (spin up / spin down): 8.06 / 5.98 eV
* HOMO (spin up / spin down): -8.4165 / -7.4925 eV
* calculated total energy: -364.8048 Eh
* ΔE to the lowest compared entry with this formula, charge and spin: 458.0 kJ/mol

Bonds (Å) are listed after each position.
Geometry (Å):
1 C -3.96677 -0.90824 -0.02765  C2 1.363, N9 1.158
2 C -3.29954 0.27682 0.06983  C1 1.363, C6 1.453, H12 1.097
3 C -0.83486 -0.25356 0.51098  C4 1.337, C6 1.320
4 C 0.31399 -0.92676 0.62804  C3 1.337, C5 1.411, H10 1.001
5 C 1.32229 -1.24799 -0.30570  C4 1.411, C7 1.446, H11 1.141
6 C -1.88130 0.51514 0.27468  C2 1.453, C3 1.320, C8 1.525
7 C 2.68370 -1.61456 0.01743  C5 1.446, H13 1.054, H14 1.129, H15 1.166
8 C -1.57019 1.99397 0.07264  C6 1.525, H16 1.132, H17 1.112, H18 1.129
9 N -4.63086 -1.82740 -0.26055  C1 1.158
10 H 0.56520 -1.19977 1.55792  C4 1.001
11 H 1.06054 -1.08092 -1.40374  C5 1.141
12 H -3.96698 1.12920 0.24714  C2 1.097
13 H 3.37632 -1.06734 -0.55775  C7 1.054
14 H 2.81736 -2.71534 -0.19287  C7 1.129
15 H 2.85338 -1.34751 1.13963  C7 1.166
16 H -2.12791 2.61335 0.83818  C8 1.132
17 H -2.01642 2.20728 -0.92358  C8 1.112
18 H -0.45508 2.16561 0.12011  C8 1.129



Entry 2:
Here is a cluster of 9 separate species, C39H93N3O9 in total in a non-equilibrium geometry from the Open Molecules 2025 dataset. Energies are from ωB97M-V/def2-TZVPD.

Computed properties:
* LUMO: 0.475 eV
* molar mass: 748.2 g mol⁻¹
* HOMO-LUMO gap: 9.21 eV
* SMILES string: CC1(C)CCCC(C)(C)N1O.CC1(C)CCCC(C)(C)N1O.CC1(C)CCCC(C)(C)N1O.CC(C)O.CC(C)O.CC(C)O.CO.CO.CO
* HOMO: -8.7375 eV
* calculated total energy: -2382.9750 Eh
* ΔE to the lowest compared entry with this formula, charge and spin: 34.1 kJ/mol

Bonds (Å) are listed after each position.
Geometry (Å):
1 C 12.89479 15.53307 19.43671  C2 1.516, H12 1.104, H13 1.091, H14 1.110
2 C 14.35239 15.39494 19.83004  C1 1.516, C3 1.578, C4 1.537, N10 1.441
3 C 14.51116 15.59597 21.38675  C2 1.578, H15 1.096, H16 1.083, H17 1.107
4 C 14.78098 13.93582 19.60432  C2 1.537, C5 1.525, H18 1.080, H19 1.113
5 C 15.11432 13.60628 18.15282  C4 1.525, C6 1.495, H20 1.109, H21 1.099
6 C 16.13128 14.59392 17.67819  C5 1.495, C7 1.536, H22 1.091, H23 1.088
7 C 15.60135 16.03153 17.78196  C6 1.536, C8 1.546, C9 1.552, N10 1.430
8 C 16.79544 16.90496 17.33168  C7 1.546, H24 1.079, H25 1.099, H26 1.108
9 C 14.47391 16.26144 16.74107  C7 1.552, H27 1.094, H28 1.069, H29 1.103
10 N 15.31851 16.23437 19.16878  C2 1.441, C7 1.430, O11 1.454
11 O 14.92434 17.61692 19.38629  N10 1.454, H30 0.972
12 H 12.64393 16.53463 19.04556  C1 1.104
13 H 12.54734 14.79839 18.70884  C1 1.091
14 H 12.26859 15.50199 20.35252  C1 1.110
15 H 15.55132 15.49106 21.71736  C3 1.096
16 H 14.16159 16.56515 21.71887  C3 1.083
17 H 13.86784 14.82425 21.85078  C3 1.107
18 H 15.68085 13.71570 20.16029  C4 1.080
19 H 13.91372 13.34375 19.97362  C4 1.113
20 H 15.41578 12.54658 18.02438  C5 1.109
21 H 14.20854 13.66271 17.53363  C5 1.099
22 H 16.53864 14.38259 16.68861  C6 1.091
23 H 17.01829 14.61308 18.30739  C6 1.088
24 H 17.67002 16.61697 17.89423  C8 1.079
25 H 16.58236 17.97492 17.46302  C8 1.099
26 H 16.99403 16.73923 16.25381  C8 1.108
27 H 14.89746 16.12487 15.74125  C9 1.094
28 H 13.97402 17.20510 16.79399  C9 1.069
29 H 13.61611 15.56865 16.76599  C9 1.103
30 H 15.64077 17.97946 19.93395  O11 0.972
31 C 11.39617 17.24729 12.29892  C32 1.553, H42 1.091, H43 1.082, H44 1.101
32 C 10.71726 16.82018 13.62833  C31 1.553, C33 1.551, C34 1.547, N40 1.475
33 C 11.74174 16.84084 14.79241  C32 1.551, H45 1.082, H46 1.100, H47 1.092
34 C 9.63225 17.80682 14.12228  C32 1.547, C35 1.535, H48 1.089, H49 1.101
35 C 8.39838 17.89594 13.21304  C34 1.535, C36 1.513, H50 1.115, H51 1.102
36 C 7.85695 16.48962 13.34945  C35 1.513, C37 1.508, H52 1.123, H53 1.093
37 C 8.79160 15.39766 12.89214  C36 1.508, C38 1.510, C39 1.545, N40 1.456
38 C 8.09796 14.10762 13.25876  C37 1.510, H54 1.113, H55 1.076, H56 1.086
39 C 8.92400 15.38558 11.35285  C37 1.545, H57 1.070, H58 1.088, H59 1.078
40 N 10.01791 15.52212 13.66772  C32 1.475, C37 1.456, O41 1.425
41 O 10.94666 14.52510 13.25086  N40 1.425, H60 0.967
42 H 12.31675 17.78676 12.52424  C31 1.091
43 H 11.62296 16.35352 11.73260  C31 1.082
44 H 10.69265 17.82035 11.67566  C31 1.101
45 H 12.50966 16.10451 14.59292  C33 1.082
46 H 12.23872 17.82108 14.75482  C33 1.100
47 H 11.32765 16.77335 15.80046  C33 1.092
48 H 9.38595 17.44552 15.11989  C34 1.089
49 H 10.12459 18.78445 14.23874  C34 1.101
50 H 7.68395 18.68394 13.54704  C35 1.115
51 H 8.78908 18.20666 12.23015  C35 1.102
52 H 6.90789 16.32508 12.77281  C36 1.123
53 H 7.66148 16.30491 14.40871  C36 1.093
54 H 7.72200 14.19778 14.30280  C38 1.113
55 H 8.72537 13.23375 13.29411  C38 1.076
56 H 7.30192 13.94712 12.53809  C38 1.086
57 H 8.02535 15.08418 10.85582  C39 1.070
58 H 9.69120 14.67286 11.05678  C39 1.088
59 H 9.15900 16.33366 10.89748  C39 1.078
60 H 11.00325 13.95026 14.02619  O41 0.967
61 C 15.92391 19.67108 10.64663  C62 1.567, H72 1.073, H73 1.092, H74 1.100
62 C 15.74265 18.17074 11.05973  C61 1.567, C63 1.536, C64 1.604, N70 1.489
63 C 15.51325 18.07498 12.57506  C62 1.536, H75 1.091, H76 1.089, H77 1.093
64 C 14.43404 17.56454 10.35826  C62 1.604, C65 1.538, H78 1.068, H79 1.098
65 C 14.72756 17.31893 8.86875  C64 1.538, C66 1.537, H80 1.082, H81 1.103
66 C 15.91276 16.34968 8.73600  C65 1.537, C67 1.561, H82 1.086, H83 1.105
67 C 17.22930 16.88972 9.37870  C66 1.561, C68 1.533, C69 1.571, N70 1.450
68 C 18.21658 15.71724 9.38163  C67 1.533, H84 1.115, H85 1.077, H86 1.057
69 C 17.84137 18.05758 8.52416  C67 1.571, H87 1.096, H88 1.097, H89 1.083
70 N 16.82305 17.19928 10.73536  C62 1.489, C67 1.450, O71 1.470
71 O 18.02199 17.66924 11.44447  N70 1.470, H90 0.965
72 H 16.72747 20.12682 11.19286  C61 1.073
73 H 16.05510 19.83242 9.57463  C61 1.092
74 H 15.08645 20.28541 11.00962  C61 1.100
75 H 14.79903 18.82322 12.92122  C63 1.091
76 H 15.11697 17.08997 12.81539  C63 1.089
77 H 16.48290 18.20222 13.06248  C63 1.093
78 H 14.30750 16.58299 10.75984  C64 1.068
79 H 13.61718 18.28234 10.51238  C64 1.098
80 H 13.85403 16.99357 8.31844  C65 1.082
81 H 15.03412 18.27576 8.41306  C65 1.103
82 H 16.11406 16.11525 7.69477  C66 1.086
83 H 15.64346 15.37634 9.18392  C66 1.105
84 H 17.65696 14.83619 9.77301  C68 1.115
85 H 19.04656 15.93732 10.03252  C68 1.077
86 H 18.55585 15.50397 8.40337  C68 1.057
87 H 17.23640 18.96615 8.62004  C69 1.096
88 H 17.92226 17.83750 7.45271  C69 1.097
89 H 18.83236 18.26256 8.90869  C69 1.083
90 H 18.23266 18.53761 11.08030  O71 0.965
91 C 16.65188 7.74966 14.69900  C92 1.486, H95 1.081, H96 1.082, H97 1.083
92 C 15.55151 8.64958 15.13058  C91 1.486, C93 1.494, O94 1.512, H98 1.093
93 C 15.91486 10.08878 15.29809  C92 1.494, H99 1.102, H100 1.097, H101 1.095
94 O 14.39350 8.69966 14.15992  C92 1.512, H102 0.971
95 H 17.28420 8.23192 13.96730  C91 1.081
96 H 16.16177 6.87386 14.29504  C91 1.082
97 H 17.29563 7.45684 15.51911  C91 1.083
98 H 15.12344 8.24548 16.05179  C92 1.093
99 H 16.55126 10.28288 16.17673  C93 1.102
100 H 15.01636 10.71719 15.31797  C93 1.097
101 H 16.54867 10.38293 14.45511  C93 1.095
102 H 14.54630 8.01339 13.49007  O94 0.971
103 C 19.07998 15.50148 14.08290  C104 1.536, H107 1.101, H108 1.084, H109 1.087
104 C 18.25304 14.51262 13.24772  C103 1.536, C105 1.514, O106 1.411, H110 1.096
105 C 18.05673 13.17971 13.93864  C104 1.514, H111 1.096, H112 1.072, H113 1.112
106 O 16.99415 15.06562 12.92955  C104 1.411, H114 0.970
107 H 19.46502 16.40782 13.59038  C103 1.101
108 H 19.94521 14.98229 14.47994  C103 1.084
109 H 18.54674 15.83070 14.97142  C103 1.087
110 H 18.90011 14.36734 12.37515  C104 1.096
111 H 19.01061 12.71356 14.21243  C105 1.096
112 H 17.55558 12.49859 13.27982  C105 1.072
113 H 17.44852 13.34976 14.85331  C105 1.112
114 H 17.02449 15.73182 12.22504  O106 0.970
115 C 16.87196 9.86052 11.23100  C116 1.529, H119 1.107, H120 1.096, H121 1.108
116 C 16.08518 10.68884 10.21535  C115 1.529, C117 1.565, O118 1.438, H122 1.104
117 C 16.82071 12.03112 9.88754  C116 1.565, H123 1.092, H124 1.094, H125 1.108
118 O 15.99961 9.90052 9.01547  C116 1.438, H126 0.972
119 H 16.21837 9.04806 11.60268  C115 1.107
120 H 17.06816 10.56553 12.04692  C115 1.096
121 H 17.80754 9.43576 10.81521  C115 1.108
122 H 15.03704 10.88318 10.50320  C116 1.104
123 H 16.24657 12.68660 9.22882  C117 1.092
124 H 17.74384 11.77641 9.35818  C117 1.094
125 H 17.16007 12.58094 10.78719  C117 1.108
126 H 16.90995 9.74846 8.71078  O118 0.972
127 C 11.52082 11.09905 12.39225  O128 1.415, H129 1.094, H130 1.105, H131 1.081
128 O 12.73860 10.46183 12.05427  C127 1.415, H132 0.969
129 H 10.98925 10.66171 13.24209  C127 1.094
130 H 11.65864 12.18489 12.54676  C127 1.105
131 H 10.90554 10.97316 11.51269  C127 1.081
132 H 13.43181 10.72610 12.67757  O128 0.969
133 C 14.35464 13.40788 13.51741  O134 1.429, H135 1.110, H136 1.094, H137 1.097
134 O 15.28764 12.98785 12.52027  C133 1.429, H138 0.992
135 H 13.90427 12.51279 13.99452  C133 1.110
136 H 14.91230 13.79811 14.37405  C133 1.094
137 H 13.56347 14.10464 13.21401  C133 1.097
138 H 15.80754 13.83083 12.46786  O134 0.992
139 C 12.89088 14.26019 9.90943  O140 1.384, H141 1.088, H142 1.092, H143 1.097
140 O 12.20802 13.05895 9.98754  C139 1.384, H144 0.961
141 H 13.79081 14.21005 9.30048  C139 1.088
142 H 12.21946 15.03175 9.52612  C139 1.092
143 H 13.11780 14.57346 10.93577  C139 1.097
144 H 12.76339 12.48432 10.52203  O140 0.961



> Which value of calculated total energy does entry 2 give?

-2382.9750 Eh



> molar mass of number 1 (C8H9N)?

119.2 g mol⁻¹



> Which of these has the highest ΔE to the lowest compared entry with this formula, charge and spin?

C8H9N



> Which of these has the lowest ΔE to the lowest compared entry with this formula, charge and spin?

C39H93N3O9